DFT (the ωB97M-V functional and the def2-TZVPD basis) results for the molecule C8H9NS in a non-equilibrium geometry.

XYZ file:
```
19
Properties=species:S:1:pos:R:3:forces:R:3
S 1.466684 2.350686 -0.116319 0.127 0.305 0.295
C 1.317351 0.700337 0.043197 -0.757 1.161 -0.688
C 2.435050 -0.150095 0.373980 -2.885 -0.826 -1.358
C 2.362804 -1.512044 0.180468 -0.404 2.419 0.985
C 1.059064 -2.047798 -0.090010 1.603 -1.118 -0.609
C 0.029243 -1.193975 -0.367907 -0.719 -3.669 0.454
N 0.103651 0.130234 -0.306445 -0.492 -1.821 0.109
C -1.174319 0.768539 -0.588198 1.720 3.097 -2.566
C -1.663716 1.463422 0.613598 -1.349 3.685 -1.049
C -2.542241 0.451731 -0.015357 2.379 0.067 -0.466
H 3.208539 0.503620 0.588012 2.126 0.276 0.561
H 3.314678 -1.977019 0.361014 -0.200 -1.122 -0.141
H 1.012975 -3.156869 -0.186511 -0.579 1.149 0.052
H -0.969122 -1.679832 -0.550918 1.120 0.950 -0.022
H -1.079687 1.322599 -1.619909 -0.551 -1.000 2.193
H -1.972820 2.552678 0.554657 0.551 -1.484 0.103
H -0.977332 1.251653 1.391536 -0.223 -0.347 1.204
H -2.646854 -0.438705 0.466091 -0.488 -2.447 1.274
H -3.283951 0.660847 -0.730972 -0.978 0.722 -0.330
```
Positions in Å, forces in eV/Å.

As for the charge: 0. As for the spin multiplicity: 1. The largest force on an atom is 4.37 eV Å⁻¹. The value obtained for the HOMO energy is -7.640 eV. The energy above the lowest of the compared OMol25 structures with the same formula, charge and spin is 0.9070 eV. Its LUMO energy is 0.32 eV. As for the SMILES: S=c1ccccn1C1CC1.

Electronic structure analysis, Mulliken charges in units of e: number 1, S, carries -0.33; number 2, C, carries 0.40; number 3, C, carries -0.75; number 4, C, carries -0.27; number 5, C, carries -0.76; number 6, C, carries 0.14; number 7, N, carries 0.12; number 8, C, carries -0.12; number 9, C, carries -0.47; number 10, C, carries -0.80; number 11, H, carries 0.43; number 12, H, carries 0.39; number 13, H, carries 0.30; number 14, H, carries 0.27; number 15, H, carries 0.31; number 16, H, carries 0.19; number 17, H, carries 0.33; number 18, H, carries 0.36; number 19, H, carries 0.26